Entry 1:
{"formula": "C4H11NO2", "method": "wB97M-V/def2-TZVPD", "species": ["C", "N", "C", "C", "C", "O", "H", "H", "H", "H", "H", "H", "H", "H", "H", "H", "H", "O"], "xyz": [[0.64269, -1.32196, -0.54588], [0.07138, -0.15818, -0.87164], [-0.46331, 0.10081, -2.26781], [-1.73149, 1.02954, -2.25005], [0.27326, 0.89657, 0.08931], [1.28815, -1.64305, 0.53981], [0.71029, -2.07802, -1.26163], [-0.69269, -0.89265, -2.64286], [0.25311, 0.66838, -2.76933], [-2.57145, 0.41096, -2.61204], [-2.10714, 1.29012, -1.27660], [-1.46029, 1.92288, -2.84240], [0.80410, 1.75709, -0.35419], [-0.73315, 1.17259, 0.46527], [0.97521, 0.73311, 0.94487], [0.36617, 0.08737, 5.16270], [-0.60383, 0.95899, 4.33630], [0.24099, 0.49889, 4.30993]], "mulliken_spin": [-0.122, 0.286, -0.008, 0.020, 0.005, 0.762, 0.023, -0.004, 0.010, 0.002, -0.002, -0.002, 0.012, 0.015, 0.002, 0.000, 0.000, 0.000], "charge": 1, "energy_ev": -9901.388, "max_force_ev_per_a": 3.14, "s2": 0.775, "multiplicity": 2, "e_above_lowest_ev": 1.6080}

---

Entry 2:
{"formula": "C4H11NO2", "method": "wB97M-V/def2-TZVPD", "species": ["C", "C", "C", "N", "C", "O", "H", "H", "H", "H", "H", "H", "H", "H", "H", "H", "H", "O"], "xyz": [[1.00166, -1.12146, -0.98426], [-0.07641, -1.27577, -2.05999], [1.05200, 0.26935, -0.38517], [-0.02073, 0.50112, 0.48010], [-0.01321, 1.76196, 1.26394], [1.83180, 1.18592, -0.55409], [0.67713, -1.83625, -0.20256], [1.96086, -1.40670, -1.38146], [0.35560, -1.26302, -3.08358], [-0.75746, -0.43530, -2.10710], [-0.70640, -2.17163, -1.92635], [-0.40992, -0.20419, 1.13828], [0.96178, 2.25217, 1.28544], [-0.70874, 2.53828, 0.86412], [-0.43909, 1.58094, 2.25218], [-2.25334, -0.65622, 0.98457], [-2.28393, -0.76949, 2.46840], [-2.83625, -1.05354, 1.72162]], "mulliken_spin": [0.027, -0.003, -0.108, 0.583, -0.004, 0.452, -0.007, -0.002, 0.003, 0.009, 0.001, -0.026, 0.012, 0.054, 0.010, -0.004, 0.000, 0.002], "charge": 1, "energy_ev": -9901.347, "max_force_ev_per_a": 3.44, "s2": 0.776, "multiplicity": 2, "e_above_lowest_ev": 1.6486}

---

Entry 3:
{"formula": "C4H11NO2", "method": "wB97M-V/def2-TZVPD", "species": ["C", "C", "N", "C", "C", "O", "H", "H", "H", "H", "H", "H", "H", "H", "H", "H", "H", "O"], "xyz": [[-2.02050, -0.36097, -0.18083], [-1.33629, -0.40687, 1.19097], [0.02411, -0.08528, 1.32758], [1.01119, -0.01361, 0.22094], [1.65410, 1.35926, 0.01891], [-1.90710, -0.77413, 2.18705], [-2.98387, -0.00544, -0.24509], [-1.68624, 0.23997, -1.05748], [-2.14043, -1.33262, -0.72190], [0.46489, 0.19240, 2.16415], [0.54177, -0.13859, -0.72274], [1.68538, -0.85619, 0.49653], [1.52193, 1.95877, -0.95185], [2.69937, 1.45615, 0.33107], [1.27664, 1.87468, 0.85099], [2.50130, 0.47807, -3.57338], [0.98538, 0.15964, -3.61352], [1.79637, -0.08796, -3.40578]], "mulliken_spin": [-0.007, -0.092, 0.719, -0.007, 0.064, 0.325, -0.004, 0.000, -0.010, -0.031, -0.002, 0.049, 0.006, -0.006, -0.004, 0.000, 0.000, 0.000], "charge": 1, "energy_ev": -9900.805, "max_force_ev_per_a": 6.41, "s2": 0.775, "multiplicity": 2, "e_above_lowest_ev": 2.1911}

---

Entry 4:
{"formula": "C4H11NO2S", "method": "wB97M-V/def2-TZVPD", "species": ["C", "C", "C", "S", "C", "N", "O", "H", "H", "H", "H", "H", "H", "H", "H", "H", "H", "H", "O"], "xyz": [[-0.29183, -2.01680, -0.40302], [0.87673, -1.10635, -0.85480], [0.33385, 0.25012, -1.45546], [0.38039, 1.63909, -0.22089], [0.08837, -2.73840, 0.83483], [1.38871, -3.23731, 1.14892], [-0.69598, -2.79726, 1.75080], [-0.88147, -2.59256, -1.11635], [-1.12173, -1.31286, -0.05321], [1.41688, -0.96854, 0.14009], [1.69668, -1.33927, -1.59260], [1.08362, 0.57629, -2.22846], [-0.73947, 0.38795, -1.70204], [-0.91682, 1.97705, 0.12787], [1.35815, -3.35711, 2.21620], [2.26892, -3.22114, 0.63310], [-1.30363, 6.90618, -0.33667], [-1.70876, 5.46997, -0.18020], [-2.17930, 6.24457, -0.39395]], "mulliken_charge": [-0.470, -0.415, -0.732, -0.238, 0.352, -0.451, -0.602, 0.429, 0.236, 0.381, 0.281, 0.290, 0.365, 0.112, 0.247, 0.215, 0.341, 0.299, -0.640], "charge": 0, "energy_ev": -20745.142, "max_force_ev_per_a": 5.36, "e_above_lowest_ev": 2.1611}

---

Entry 5:
{"formula": "C4H11NO2S2", "method": "wB97M-V/def2-TZVPD", "species": ["C", "C", "C", "C", "N", "O", "O", "S", "S", "H", "H", "H", "H", "H", "H", "H", "H", "H", "H", "H"], "xyz": [[-0.31195, -1.50256, 2.61709], [1.63172, 2.00339, -1.32391], [-1.93753, -0.55377, 0.51908], [-0.51159, 0.11286, -1.21871], [0.04911, -0.94478, -2.00406], [-0.05953, 1.92244, 0.62614], [1.44876, -0.00881, 0.54103], [-1.11562, -1.96508, 1.09181], [0.61158, 0.96147, -0.21049], [0.55073, -2.11735, 2.62987], [-0.84956, -1.59626, 3.62763], [0.04688, -0.51259, 2.53362], [2.68062, 1.70564, -0.93040], [1.41056, 1.93573, -2.39176], [1.50110, 2.97081, -0.97731], [-1.87518, 0.28957, 1.13982], [-2.73168, -0.75707, -0.15527], [-0.79473, 0.95075, -1.98156], [-0.55319, -1.47710, -2.63063], [0.80951, -1.41727, -1.50199]], "mulliken_charge": [-0.746, -1.146, -0.658, -0.377, -0.449, -0.681, -0.666, 0.001, 1.238, 0.315, 0.282, 0.251, 0.316, 0.303, 0.404, 0.461, 0.363, 0.343, 0.209, 0.237], "charge": 0, "energy_ev": -31578.128, "max_force_ev_per_a": 3.59, "e_above_lowest_ev": 4.2972}

---

Entry 6:
{"formula": "C4H11NO3", "method": "wB97M-V/def2-TZVPD", "species": ["C", "N", "C", "C", "C", "O", "O", "H", "H", "H", "H", "H", "H", "H", "H", "H", "H", "H", "O"], "xyz": [[-0.43641, 0.77952, -1.48852], [0.83452, 0.42900, -1.21608], [1.72795, 0.40774, 1.11600], [1.31779, -0.40964, -0.11579], [0.34172, -1.51221, 0.22266], [0.96381, -2.54050, 0.99488], [-1.43065, 0.39826, -0.90771], [-0.50798, 1.47227, -2.35137], [1.53189, 0.98644, -1.67790], [2.73678, 0.79671, 1.00664], [1.75394, -0.29324, 1.95812], [1.02506, 1.20355, 1.34605], [2.23685, -0.85862, -0.52860], [-0.51360, -1.13784, 0.78237], [-0.10424, -1.97797, -0.64842], [1.92191, -2.38346, 1.00206], [-2.34669, 1.85787, 1.58501], [-2.86534, 1.49312, 0.17992], [-2.98275, 2.12237, 0.90499]], "mulliken_charge": [-0.030, -0.176, -1.115, 0.017, -0.455, -0.529, -0.585, 0.389, 0.258, 0.349, 0.318, 0.306, 0.290, 0.264, 0.357, 0.323, 0.298, 0.369, -0.650], "charge": 0, "energy_ev": -11958.885, "max_force_ev_per_a": 0.84, "e_above_lowest_ev": 1.2243}

---

Entry 7:
{"formula": "C4H11NO3", "method": "wB97M-V/def2-TZVPD", "species": ["C", "C", "C", "O", "O", "H", "H", "H", "H", "H", "H", "C", "N", "O", "H", "H", "H", "H", "H"], "xyz": [[1.43936, 0.31429, 0.47398], [1.41898, 1.56438, -0.36974], [1.68384, -0.99638, -0.18961], [0.94833, -1.54723, -1.05661], [2.88852, -0.97410, 0.08790], [-0.16868, -1.01598, -1.16848], [-0.02134, 0.23007, 0.86637], [1.75189, 0.41609, 1.50709], [1.27300, 2.45269, 0.25296], [0.61599, 1.50418, -1.10556], [2.37212, 1.66571, -0.89217], [-1.09309, 0.08826, 1.49065], [-2.36069, -1.08534, -0.94398], [-1.22113, -0.34923, -1.23230], [-2.40784, -1.91598, -1.53965], [-3.17038, -0.50187, -1.13219], [-1.37704, -0.94062, 1.31412], [-0.70853, 0.31552, 2.47851], [-1.86330, 0.77554, 1.15870]], "mulliken_charge": [0.139, -0.994, 0.672, -0.565, -0.514, 0.381, 0.176, 0.500, 0.330, 0.279, 0.369, -1.180, -0.493, -0.496, 0.200, 0.183, 0.370, 0.387, 0.256], "charge": 0, "energy_ev": -11953.424, "max_force_ev_per_a": 2.88, "e_above_lowest_ev": 6.6854}

---

Entry 8:
{"formula": "C4H11NO3", "method": "wB97M-V/def2-TZVPD", "species": ["O", "C", "N", "C", "C", "C", "O", "H", "H", "H", "H", "H", "H", "H", "H", "H", "H", "H", "O"], "xyz": [[2.12856, 1.54906, -2.71229], [1.90992, 0.65087, -1.96032], [1.20416, -0.49461, -2.43085], [0.40220, -1.31756, -1.57432], [0.10868, -0.87305, -0.15570], [-1.23787, -0.24615, 0.18437], [-2.34206, -0.98942, -0.32178], [2.30390, 0.57729, -0.94645], [1.01074, -0.55671, -3.43775], [-0.50994, -1.49342, -2.14602], [0.84197, -2.30911, -1.57198], [0.87796, -0.23063, 0.27956], [0.26220, -1.74468, 0.48207], [-1.29127, -0.20394, 1.27311], [-1.34330, 0.76283, -0.22357], [-2.74543, -0.47151, -1.02253], [-0.61756, 2.86618, 6.11843], [-0.15330, 2.29964, 4.73493], [-0.80958, 2.22492, 5.43109]], "mulliken_spin": [0.253, -0.110, 0.706, 0.046, 0.004, 0.014, 0.000, -0.009, -0.029, 0.035, 0.085, 0.001, 0.002, 0.002, 0.000, 0.000, 0.000, 0.000, 0.000], "charge": 1, "energy_ev": -11948.821, "max_force_ev_per_a": 1.51, "s2": 0.768, "multiplicity": 2, "e_above_lowest_ev": 2.2202}

---

Entry 9:
{"formula": "C4H11NO3S", "method": "wB97M-V/def2-TZVPD", "species": ["C", "C", "C", "C", "H", "H", "H", "H", "H", "H", "H", "H", "H", "H", "H", "N", "O", "O", "O", "S"], "xyz": [[0.98865, -1.42749, 1.87686], [-0.29477, -0.59904, 1.80429], [-1.04212, -0.80563, 0.48686], [-0.26636, -0.84269, -0.81589], [1.69592, -1.18039, 1.09441], [0.84350, -2.51790, 1.97485], [1.58267, -1.18565, 2.83279], [-1.01750, -0.82939, 2.61723], [0.00751, 0.49297, 1.78379], [-1.57005, -1.72715, 0.56104], [-1.76199, 0.11821, 0.42929], [0.49146, -1.60435, -0.84834], [-0.83254, -1.03376, -1.75676], [1.49913, 2.80867, -1.47565], [1.06036, 2.38036, -3.06509], [0.72310, 2.55151, -2.12460], [0.50434, 0.36416, -1.12645], [-0.83213, 2.27191, -0.28382], [-1.35892, 1.14560, -2.46556], [-0.42027, 1.62005, -1.49925]], "mulliken_charge": [-1.191, -0.174, -0.351, -0.895, 0.322, 0.289, 0.333, 0.328, 0.166, 0.481, 0.163, 0.371, 0.407, 0.276, 0.259, -0.547, -0.246, -0.589, -0.616, 1.211], "charge": 0, "energy_ev": -22793.455, "max_force_ev_per_a": 2.80, "e_above_lowest_ev": 0.6387}

---

Entry 10:
{"formula": "C4H11NO3S", "method": "wB97M-V/def2-TZVPD", "species": ["C", "C", "C", "C", "N", "O", "O", "O", "S", "H", "H", "H", "H", "H", "H", "H", "H", "H", "H", "H"], "xyz": [[2.06119, -2.05487, 0.43559], [-1.43765, 1.88878, -0.44402], [-1.46562, 0.85486, 1.78741], [1.46959, -1.90867, -0.72924], [-1.14883, 0.61146, 0.38836], [-3.60650, -0.40689, -0.27384], [-1.91000, -1.64239, 0.87757], [-1.73336, -1.08311, -1.52111], [-2.19737, -0.63521, -0.07103], [3.08249, -1.63061, 0.59139], [-1.06162, -1.73311, -1.32882], [1.74406, -2.52556, 1.34755], [-1.42361, 1.50255, -1.46857], [-2.38897, 2.43429, -0.11260], [-0.62894, 2.61608, -0.33302], [-2.64047, 0.63329, 1.89153], [-0.95915, 0.17670, 2.49191], [-1.30746, 1.88506, 2.12246], [0.40393, -2.15575, -0.77575], [1.95440, -1.62169, -1.61649]], "mulliken_charge": [-0.553, -0.818, -0.928, -0.245, 0.083, -0.615, -0.575, -0.394, 1.002, 0.215, 0.308, 0.265, 0.340, 0.308, 0.322, 0.363, 0.231, 0.351, 0.044, 0.294], "charge": 0, "energy_ev": -22791.469, "max_force_ev_per_a": 3.42, "e_above_lowest_ev": 2.6254}